# C8H11NS

A single C8H11NS molecule (ωB97M-V/def2-TZVPD, OMol25).

Calculated values
Kohn-Sham gap = 8.42 eV
Calculated total energy = -20794.1040 eV
Energy relative to the best compared isomer or geometry (same formula, charge and spin) = 112.9 kcal/mol
LUMO level = 0.758 eV

Each atom is followed by the atoms it is bonded to, with distances in Å.
Atoms and positions in Å:
1 C -1.344 1.762 -1.025  C2 1.372, C3 1.324, H11 1.075
2 C -0.168 1.133 -1.347  C1 1.372, C4 1.321, H12 1.138
3 C -2.004 1.584 0.109  C1 1.324, C5 1.547, H13 1.082
4 C 0.242 0.045 -0.719  C2 1.321, C8 1.361
5 C -1.667 0.515 1.174  C3 1.547, N9 1.477, H14 1.100, H15 1.024
6 C 2.529 -0.309 0.230  C7 1.448, C8 1.516, H16 1.132, H17 0.992
7 C 1.805 -1.524 0.537  C6 1.448, C8 1.494, H18 1.053, H19 1.115
8 C 1.362 -0.723 -0.644  C4 1.361, C6 1.516, C7 1.494, H20 1.076
9 N -0.951 -0.692 0.713  C5 1.477, S10 1.678
10 S -1.951 -1.753 -0.115  N9 1.678, H21 1.267
11 H -1.665 2.460 -1.776  C1 1.075
12 H 0.485 1.675 -2.104  C2 1.138
13 H -2.805 2.242 0.419  C3 1.082
14 H -1.172 0.891 2.081  C5 1.100
15 H -2.538 0.210 1.618  C5 1.024
16 H 2.332 0.612 0.859  C6 1.132
17 H 3.428 -0.408 -0.177  C6 0.992
18 H 2.411 -2.371 0.381  C7 1.053
19 H 1.167 -1.482 1.451  C7 1.115
20 H 1.599 -1.184 -1.587  C8 1.076
21 H -1.094 -2.685 -0.078  S10 1.267